This record from OMol25 describes a cluster of 2 separate species, CClN3S in total. The level of theory is wB97M-V/def2-TZVPD.

Element x y z (Å)
N: -1.9446 -1.2844 -2.2686
N: -1.6777 -0.3912 -1.6684
S: -1.1925 0.8952 -1.0560
N: 1.7892 -0.3507 0.5389
C: 1.6111 0.1605 1.5273
Cl: 1.4144 0.9706 2.9268

The SMILES is N#[N+][S-].N#CCl. Its HOMO energy is -9.860 eV. As for the gap between HOMO and LUMO: 10.26 eV. For the energy above the lowest of the compared OMol25 structures with the same formula, charge and spin, the calculation gives 73.37 kJ/mol.

This record from OMol25 describes the ion C6H12NO with charge -1. The level of theory is wB97M-V/def2-TZVPD.

Element x y z (Å)
C: 2.7563 0.4442 -1.6223
C: 2.0589 0.5066 -0.5015
C: 1.1793 -0.5566 0.0720
C: -0.1848 0.0553 0.4217
C: -0.7812 -0.6936 1.7375
O: -1.9394 -0.2740 2.2106
N: -1.1339 -0.0376 -0.7460
C: -2.4191 0.6272 -0.4816
H: 3.7051 0.9043 -1.8804
H: 2.5416 -0.3393 -2.3535
H: 2.1372 1.3789 0.1483
H: 0.9744 -1.3665 -0.6459
H: 1.5502 -0.8072 1.0626
H: -0.1363 1.1195 0.6880
H: -0.7969 -1.8000 1.4125
H: -0.0203 -0.5591 2.5636
H: -1.2818 -1.0380 -0.8498
H: -3.0369 0.5938 -1.4274
H: -2.2712 1.6770 -0.2150
H: -2.9010 0.1652 0.4066

The SMILES is C=CC[C@H](C[O-])NC. Its HOMO energy is -2.269 eV. As for the gap between HOMO and LUMO: 6.08 eV. As for the total charge: -1. For the energy above the lowest of the compared OMol25 structures with the same formula, charge and spin, the calculation gives 105.41 kJ/mol.

This record from OMol25 describes a cluster of 2 separate species, C2H3N4O3P in total. The level of theory is wB97M-V/def2-TZVPD.

Element x y z (Å)
C: 0.9677 -0.8400 -1.6005
C: 0.0694 1.4273 1.7962
N: 1.0314 -1.4140 -3.6439
N: 0.2390 -0.9630 -2.7306
N: 2.2349 -1.1170 -1.7902
N: 2.2166 -1.5126 -3.0684
O: -2.6881 1.1746 1.1033
O: -2.9305 -0.4460 3.0650
O: -0.2132 0.2579 2.1359
P: -2.1590 -0.0559 1.8088
H: 0.8591 1.7330 1.0596
H: -0.2001 2.1743 2.5612
H: 0.5729 -0.4186 -0.6963

Its HOMO energy (spin up / spin down) is 0.267 / -2.082 eV. The expectation value of S² is 2.01. As for the gap between HOMO and LUMO (spin up / spin down): 6.22 / 7.32 eV. As for the total charge: -2. As for the multiplicity: 3. For the energy above the lowest of the compared OMol25 structures with the same formula, charge and spin, the calculation gives 0.00 kJ/mol.

This record from OMol25 describes a cluster of 4 separate species, C3H15NO3 in total. The level of theory is wB97M-V/def2-TZVPD.

Element x y z (Å)
C: -0.3606 0.6851 -3.3559
C: 0.3359 0.3719 -2.0330
N: -0.5483 -0.2791 -1.0381
C: -1.3899 0.6858 -0.3461
H: -1.2484 1.2458 -3.0856
H: 0.2370 1.3848 -3.9460
H: -0.5642 -0.1998 -3.9361
H: 1.2018 -0.2779 -2.1348
H: 0.7046 1.2790 -1.5616
H: -1.0963 -0.9866 -1.5172
H: -0.7609 1.1383 0.4291
H: -2.1784 0.1839 0.2210
H: -1.8212 1.4938 -0.9328
O: 2.3363 -1.1319 3.0709
H: 1.5645 -0.9381 2.5171
H: 2.0199 -1.9379 3.4995
O: -2.4590 -2.7585 1.5869
H: -2.4638 -2.5289 2.5258
H: -3.4005 -2.7379 1.3733
O: 3.4499 2.0014 2.5780
H: 2.9098 2.2521 3.3409
H: 3.5317 1.0545 2.7447

The SMILES is CCNC.O.O.O. Its HOMO energy is -8.629 eV. As for the gap between HOMO and LUMO: 9.06 eV. For the energy above the lowest of the compared OMol25 structures with the same formula, charge and spin, the calculation gives 125.26 kJ/mol.

This record from OMol25 describes a structure of composition C9H26AsF6KN2O3. The level of theory is wB97M-V/def2-TZVPD.

Element x y z (Å)
K: -8.4340 31.4774 23.4848
As: -9.0114 33.0733 26.9973
F: -9.1453 34.6951 27.5170
F: -9.6179 32.4735 28.4780
F: -8.8947 31.4141 26.4089
F: -8.4804 33.6335 25.4080
F: -7.3729 32.9944 27.4902
F: -10.6355 33.1234 26.3780
C: -11.3505 30.0917 23.3084
O: -11.1537 31.3272 22.6338
H: -11.9307 29.3437 22.7681
H: -10.3744 29.6752 23.5564
H: -11.8760 30.2521 24.2532
H: -11.8625 31.4386 21.9943
C: -3.8659 31.3389 21.4102
C: -5.2638 30.8302 21.7242
C: -5.5789 29.4400 21.2495
O: -5.3097 29.3464 19.8778
C: -5.6222 28.1052 19.3031
N: -5.6911 31.0548 23.1218
H: -3.7605 32.3917 21.6571
H: -3.6581 31.2341 20.3392
H: -3.0658 30.6980 21.7994
H: -5.9002 31.5478 21.1819
H: -6.6467 29.2439 21.4250
H: -4.9410 28.7308 21.8026
H: -5.6673 28.2648 18.2237
H: -6.5676 27.6768 19.6470
H: -4.8071 27.3800 19.4228
H: -5.4494 30.2018 23.6243
H: -5.1983 31.7973 23.6037
C: -8.1860 32.1422 18.4014
C: -9.2092 31.5562 19.3571
C: -9.0372 30.0584 19.6366
O: -9.7984 29.2459 18.7795
C: -9.1585 28.9020 17.5764
N: -9.2176 32.3368 20.5980
H: -8.3202 31.7608 17.3911
H: -7.1711 31.8939 18.7277
H: -8.2291 33.2319 18.3524
H: -10.2162 31.6752 18.9325
H: -9.4416 29.8842 20.6396
H: -7.9715 29.7988 19.6318
H: -9.1270 29.7309 16.8658
H: -9.6107 28.0507 17.0664
H: -8.1411 28.5408 17.7838
H: -10.0160 32.2110 21.2009
H: -9.0339 33.3201 20.4673

Its HOMO energy is -10.072 eV. As for the gap between HOMO and LUMO: 9.86 eV. For the energy above the lowest of the compared OMol25 structures with the same formula, charge and spin, the calculation gives 0.00 kJ/mol.

This record from OMol25 describes a structure of composition C37H29Cl3GeN9ORuS2. The level of theory is wB97M-V/def2-TZVPD.

Element x y z (Å)
Ru: -1.4768 1.8610 1.1879
N: -2.6348 2.8199 5.0990
C: -2.7903 3.1063 3.7945
N: -2.0982 2.2314 3.0950
C: -1.5298 1.4255 4.0391
N: -1.8351 1.7564 5.2744
C: -0.6947 0.3281 3.5778
C: -0.1841 -0.6269 4.4392
N: 0.5285 -1.6550 4.0037
C: 0.7264 -1.7033 2.6902
C: 0.2500 -0.7548 1.7898
N: -0.4898 0.2881 2.2395
H: -3.0333 3.2867 5.8943
H: -3.3976 3.9102 3.4135
H: -0.3747 -0.5449 5.5023
H: 1.2886 -2.5539 2.3242
H: 1.0360 -0.0111 -0.0474
Cl: -2.1445 2.8363 -6.1836
C: -1.6691 2.4262 -4.5583
C: -2.4454 1.5505 -3.8144
C: -2.0537 1.2482 -2.5266
Cl: -2.9391 0.0363 -1.6271
C: -0.9038 1.7914 -1.8984
O: -0.5328 1.5067 -0.7098
C: -0.1460 2.6374 -2.7339
Cl: 1.3270 3.2944 -2.0603
C: -0.5068 2.9611 -4.0265
H: -3.3303 1.0955 -4.2370
H: 0.1138 3.6258 -4.6109
N: 2.0507 2.6773 1.2638
C: 1.2432 3.7829 1.2597
N: -0.0417 3.6996 1.1157
C: -0.6387 4.9316 1.1218
C: 0.1883 5.9807 1.3374
S: 1.8119 5.4064 1.4932
C: -2.0647 4.9051 0.8102
C: -2.9069 5.9420 0.6135
S: -4.4909 5.3571 0.2492
C: -3.9039 3.7320 0.3798
N: -2.6333 3.6458 0.6615
N: -4.7236 2.6468 0.3165
H: 1.6022 1.9216 0.7542
H: 3.0098 2.8279 0.9943
H: -0.0409 7.0318 1.3811
H: -2.6888 6.9960 0.6291
H: -5.5008 2.7007 -0.3231
H: -4.1964 1.7784 0.2512
C: 0.4562 -0.8628 0.3190
Ge: 1.2164 -2.4821 -0.4687
C: 1.4002 -2.1549 -2.3838
C: 0.6806 -2.8682 -3.3401
C: 0.8577 -2.6175 -4.6951
C: 1.7575 -1.6478 -5.1106
C: 2.4860 -0.9331 -4.1692
C: 2.3099 -1.1903 -2.8181
C: 3.0105 -2.8378 0.2198
C: 3.7570 -1.8009 0.7789
C: 5.0576 -2.0105 1.2169
C: 5.6306 -3.2691 1.1061
C: 4.9029 -4.3114 0.5495
C: 3.6049 -4.0945 0.1073
C: -0.0435 -3.9303 -0.1224
C: 0.2563 -5.0296 0.6799
C: -0.7040 -5.9954 0.9538
C: -1.9827 -5.8706 0.4317
C: -2.3026 -4.7732 -0.3562
C: -1.3408 -3.8106 -0.6268
H: -0.5135 -0.7168 -0.1549
H: -0.0247 -3.6314 -3.0326
H: 0.2894 -3.1795 -5.4257
H: 1.8918 -1.4483 -6.1662
H: 3.1898 -0.1747 -4.4879
H: 2.8917 -0.6275 -2.0949
H: 3.3162 -0.8151 0.8916
H: 5.6212 -1.1937 1.6504
H: 6.6425 -3.4374 1.4521
H: 5.3473 -5.2945 0.4564
H: 3.0585 -4.9139 -0.3468
H: 1.2462 -5.1350 1.1091
H: -0.4534 -6.8424 1.5801
H: -2.7320 -6.6224 0.6451
H: -3.3029 -4.6634 -0.7560
H: -1.6140 -2.9506 -1.2309

Its HOMO energy (spin up / spin down) is -6.140 / -6.329 eV. The expectation value of S² is 0.75. As for the gap between HOMO and LUMO (spin up / spin down): 6.24 / 6.33 eV. As for the multiplicity: 2. For the energy above the lowest of the compared OMol25 structures with the same formula, charge and spin, the calculation gives 0.00 kJ/mol.

This record from OMol25 describes a cluster of 2 separate species, C7H11F3N2 in total. The level of theory is wB97M-V/def2-TZVPD.

Element x y z (Å)
C: 3.0613 -2.0130 0.0233
C: 2.2586 -0.7370 -0.0181
F: 2.6519 0.3484 0.7480
C: 1.1148 -0.6797 -0.6668
N: 0.4001 0.4930 -0.9450
C: -0.0016 1.4173 -0.1371
C: -0.6965 2.6207 -0.6291
N: -0.1560 1.2786 1.2583
H: 2.6080 -2.5932 0.8063
H: 4.0986 -1.9166 0.0739
H: 2.7869 -2.4317 -0.9119
H: 0.7308 -1.4590 -1.3271
H: -0.9574 2.5702 -1.6771
H: -0.2072 3.4872 -0.4979
H: -1.7299 2.7755 -0.0909
H: -0.0587 2.2348 1.6762
H: 0.5028 0.5763 1.5449
C: -2.2017 -1.4818 0.1120
C: -3.1417 -0.5934 0.1122
F: -4.1472 -0.5064 -0.7493
F: -3.2977 0.1940 1.1476
H: -2.0677 -2.1658 -0.7765
H: -1.5505 -1.4183 0.9242

The SMILES is C/C(F)=C/N=C(/C)N.C=C(F)F. Its HOMO energy is -8.269 eV. As for the gap between HOMO and LUMO: 9.08 eV.

This record from OMol25 describes a structure of composition C24H42NOP3Y. The level of theory is wB97M-V/def2-TZVPD.

Element x y z (Å)
Y: 0.4096 0.5621 0.1205
P: -1.3923 -1.3294 2.2782
P: 2.1480 -1.6265 0.4551
P: -2.2737 1.1031 -0.6522
H: 2.1582 -2.0565 -8.0797
C: 1.7150 -1.0689 -8.2606
C: 2.3749 0.0768 -8.0462
H: 3.4276 0.1182 -7.7463
C: -2.4389 -2.7973 2.2078
C: -0.0283 -1.6864 3.3860
C: -2.3628 0.0176 2.9557
C: 3.2892 -1.5456 -0.9703
C: 3.3278 -1.7430 1.8557
C: 1.5343 -3.3571 0.3207
C: -2.1940 1.8507 -2.3163
C: -3.3330 2.3105 0.2396
C: -3.4362 -0.2919 -0.9295
H: 0.6890 -1.0560 -8.6589
H: 1.8585 1.0373 -8.1939
H: -2.8274 -3.0543 3.2115
H: -1.8366 -3.6409 1.8227
H: -3.2845 -2.6137 1.5200
H: -0.4131 -2.0022 4.3645
H: 0.6098 -0.8061 3.5412
H: 0.5987 -2.4932 2.9972
H: -3.2776 -0.3795 3.4208
H: -2.6729 0.7422 2.1961
H: -1.8193 0.5717 3.7331
H: 4.1766 -2.1611 -0.7662
H: 3.6025 -0.5069 -1.1388
H: 2.7916 -1.9083 -1.8790
H: 3.7017 -2.7762 1.9355
H: 2.8228 -1.4610 2.7923
H: 4.1678 -1.0536 1.6734
H: 2.3758 -4.0661 0.4030
H: 1.0417 -3.4889 -0.6579
H: 0.8013 -3.5676 1.1170
H: -3.1337 2.3910 -2.4899
H: -2.0586 1.0770 -3.0841
H: -1.3549 2.5568 -2.3762
H: -3.8948 2.9021 -0.4976
H: -2.6940 2.9888 0.8263
H: -4.0331 1.7939 0.9111
H: -4.2701 0.0271 -1.5733
H: -3.8330 -0.6533 0.0307
H: -2.8975 -1.1147 -1.4235
C: 0.7595 0.0615 -3.0974
C: 0.2148 -1.2380 -3.2859
C: -0.0921 -1.6685 -4.5717
C: 0.1249 -0.8140 -5.6570
C: 0.7942 0.4033 -5.4713
C: 1.1490 0.8304 -4.1993
O: 0.8553 0.6009 -1.8879
H: -0.9504 -1.2265 0.8492
H: -0.0023 -1.8444 -2.3969
H: -0.4935 -2.6765 -4.7253
H: -0.1657 -1.1338 -6.6666
H: 1.1029 0.9970 -6.3292
H: 1.6579 1.7825 -4.0243
N: 0.7258 1.8327 2.0138
C: 0.6770 2.1997 3.1326
C: 0.6191 2.6886 4.4532
C: 0.9235 4.0397 4.7139
C: 0.8436 4.5459 6.0122
C: 0.4546 3.7044 7.0660
C: 0.1534 2.3604 6.8230
C: 0.2425 1.8468 5.5248
H: 1.2175 4.6813 3.8820
H: 1.0799 5.5976 6.1846
H: 0.3870 4.1106 8.0823
H: -0.1569 1.7130 7.6472
H: 0.0159 0.7849 5.3528

Its HOMO energy is -14.490 eV. As for the gap between HOMO and LUMO: 4.62 eV. As for the total charge: +3. For the energy above the lowest of the compared OMol25 structures with the same formula, charge and spin, the calculation gives 0.00 kJ/mol.

Number 1: F_max 0.0754 Eh/bohr, electronic energy -1060.68986 Eh. Number 2: F_max 0.0483 Eh/bohr, electronic energy -365.73857 Eh. Number 3: F_max 0.1151 Eh/bohr, electronic energy -864.04235 Eh. Number 4: F_max 0.0258 Eh/bohr, electronic energy -403.73954 Eh. Number 5: F_max 0.0519 Eh/bohr, electronic energy -4128.77254 Eh. Number 6: F_max 0.0108 Eh/bohr, electronic energy -6344.22820 Eh. Number 7: F_max 0.0888 Eh/bohr, electronic energy -682.35078 Eh. Number 8: F_max 0.0687 Eh/bohr, electronic energy -2131.15906 Eh.